(1)
Entry from the Open Molecules 2025 dataset: a cluster of 6 separate species, C27H53B2IN5O in total (ωB97M-V/def2-TZVPD).

```
89
Properties=species:S:1:pos:R:3:lowdin_charge:R:1
C 3.941 0.425 0.337 -0.12
C 2.719 -0.364 -0.138 -0.28
C 2.432 -1.586 0.734 -0.23
C 0.965 -2.053 0.760 -0.43
C 0.589 -2.626 -0.615 -0.10
B -0.133 -0.961 1.294 -0.81
I 0.221 -0.696 3.595 0.56
B -1.756 -1.389 1.032 -0.57
O -2.600 -1.854 2.010 0.05
C -2.493 -1.235 -0.373 -0.18
C -3.369 0.033 -0.415 -0.12
H 4.792 -0.234 0.534 0.07
H 4.225 1.213 -0.365 0.04
H 3.705 0.908 1.292 0.07
H 1.862 0.311 -0.116 0.07
H 2.892 -0.655 -1.180 0.10
H 3.042 -2.414 0.335 0.10
H 2.799 -1.423 1.754 0.09
H 0.940 -2.886 1.475 0.07
H -0.328 -3.227 -0.568 0.07
H 0.458 -1.846 -1.371 0.07
H 1.382 -3.296 -0.983 0.07
H 0.028 0.156 0.827 0.03
H -2.075 -2.226 2.725 0.02
H -3.108 -2.128 -0.541 0.09
H -1.756 -1.192 -1.181 0.07
H -2.938 0.831 0.201 0.07
H -3.474 0.421 -1.434 0.05
H -4.375 -0.166 -0.038 0.07
C 4.824 4.434 -4.148 -0.11
C 3.802 4.991 -3.165 -0.29
C 3.511 4.049 -1.995 -0.17
C 2.835 2.837 -2.453 -0.20
N 2.261 1.922 -2.841 0.18
H 4.465 3.517 -4.618 0.07
H 5.025 5.158 -4.938 0.07
H 5.770 4.209 -3.651 0.07
H 2.864 5.205 -3.673 0.09
H 4.158 5.939 -2.763 0.09
H 2.852 4.548 -1.282 0.09
H 4.415 3.775 -1.449 0.12
C 0.900 6.183 0.608 -0.10
C 0.352 7.556 0.250 -0.25
C -0.077 7.697 -1.217 -0.19
C 1.051 7.576 -2.141 -0.21
N 1.937 7.481 -2.867 0.16
H 1.820 5.973 0.059 0.05
H 1.135 6.137 1.671 0.08
H 0.178 5.400 0.389 0.03
H 1.103 8.318 0.475 0.11
H -0.522 7.776 0.864 0.11
H -0.543 8.671 -1.374 0.12
H -0.818 6.936 -1.476 0.11
C -1.663 2.376 -3.439 -0.10
C -0.372 2.406 -2.629 -0.28
C -0.624 2.342 -1.119 -0.17
C -1.326 3.531 -0.639 -0.21
N -1.849 4.487 -0.275 0.15
H -2.285 3.250 -3.233 0.07
H -1.446 2.366 -4.507 0.07
H -2.247 1.484 -3.207 0.06
H 0.198 3.307 -2.866 0.09
H 0.262 1.562 -2.894 0.07
H 0.317 2.254 -0.572 0.11
H -1.216 1.462 -0.864 0.09
C 0.300 -7.572 3.215 -0.11
C -0.041 -6.396 2.310 -0.27
C 1.197 -5.820 1.592 -0.18
C 2.143 -5.204 2.528 -0.24
N 2.815 -4.667 3.294 0.15
H 0.973 -7.274 4.021 0.07
H -0.603 -7.983 3.669 0.07
H 0.783 -8.374 2.650 0.07
H -0.514 -5.602 2.891 0.11
H -0.771 -6.685 1.550 0.06
H 0.895 -5.046 0.886 0.09
H 1.707 -6.597 1.017 0.12
C -4.642 -4.218 3.563 -0.10
C -5.502 -4.471 2.337 -0.26
C -5.235 -5.845 1.726 -0.19
C -3.872 -5.952 1.186 -0.20
N -2.809 -6.007 0.739 0.17
H -3.587 -4.204 3.303 0.06
H -4.881 -3.255 4.011 0.08
H -4.802 -4.994 4.319 0.07
H -5.323 -3.697 1.588 0.11
H -6.560 -4.417 2.604 0.11
H -5.932 -6.056 0.913 0.11
H -5.375 -6.622 2.480 0.12
```

Summary:
HOMO	-4.57	eV
net charge	-1
frontier orbital gap	7.013	eV
total energy	-1757.111241	hartree



(2)
Entry from the Open Molecules 2025 dataset: a cluster of 13 separate species, C27H53Cl24N3O3 in total (ωB97M-V/def2-TZVPD).

```
110
Properties=species:S:1:pos:R:3:lowdin_charge:R:1
Cl 21.934 5.805 -1.368 0.54
C 22.037 3.982 -1.412 -0.65
C 23.245 3.532 -2.105 -0.71
Cl 23.278 1.824 -1.801 0.62
H 21.153 3.687 -1.978 0.08
H 22.158 3.679 -0.372 0.06
H 24.129 3.887 -1.576 0.06
H 23.204 3.663 -3.187 0.08
Cl 25.698 8.656 2.793 0.52
C 24.510 8.990 1.467 -0.63
C 23.868 7.758 0.847 -0.62
Cl 25.054 6.597 0.058 0.48
H 25.023 9.569 0.700 0.06
H 23.784 9.645 1.948 0.04
H 23.096 7.930 0.098 0.01
H 23.430 7.168 1.653 0.05
Cl 17.826 15.214 -1.945 0.53
C 19.610 15.491 -1.910 -0.63
C 20.061 15.638 -0.451 -0.71
Cl 21.818 15.689 -0.381 0.57
H 19.702 16.438 -2.440 0.06
H 20.063 14.707 -2.517 0.04
H 19.664 14.801 0.124 -0.01
H 19.679 16.536 0.035 0.07
Cl 13.072 11.903 3.722 0.57
C 14.611 12.798 3.580 -0.64
C 15.867 11.875 3.698 -0.64
Cl 16.183 11.322 5.389 0.53
H 14.591 13.571 4.348 0.05
H 14.594 13.406 2.675 0.04
H 16.819 12.259 3.332 0.01
H 15.686 10.984 3.096 -0.01
Cl 17.465 14.821 2.468 0.60
C 18.364 15.677 3.738 -0.61
C 17.769 15.312 5.094 -0.62
Cl 18.619 13.910 5.790 0.55
H 18.142 16.698 3.427 0.06
H 19.420 15.450 3.596 0.04
H 16.746 14.941 5.043 0.04
H 17.760 16.094 5.854 0.07
Cl 24.851 12.019 5.056 0.61
C 24.929 13.761 4.848 -0.66
C 23.644 14.454 5.390 -0.60
Cl 22.315 14.260 4.199 0.53
H 25.038 13.983 3.786 0.06
H 25.791 14.185 5.364 0.07
H 23.737 15.537 5.461 0.07
H 23.346 13.973 6.322 0.06
Cl 16.494 6.474 -0.026 0.65
C 15.399 5.695 1.063 -0.72
C 15.060 4.408 0.341 -0.70
Cl 14.230 3.298 1.431 0.57
H 14.586 6.385 1.287 0.05
H 15.880 5.580 2.035 0.04
H 15.981 3.911 0.036 0.06
H 14.428 4.779 -0.466 0.08
Cl 12.999 8.348 7.475 0.53
C 13.374 8.546 5.710 -0.64
C 14.669 7.885 5.327 -0.69
Cl 15.115 8.152 3.652 0.64
H 13.488 9.621 5.571 0.01
H 12.528 8.174 5.132 0.08
H 14.544 6.818 5.511 0.07
H 15.529 8.117 5.955 0.06
C 20.862 5.828 3.295 -0.31
O 21.778 5.027 3.085 0.00
N 19.771 5.932 2.480 -0.18
C 19.641 5.125 1.231 -0.05
C 18.590 6.607 2.836 -0.13
H 20.704 6.483 4.165 0.12
H 19.590 5.780 0.361 0.05
H 18.838 4.388 1.249 0.09
H 20.536 4.538 1.024 0.05
H 18.164 7.163 2.001 0.02
H 17.921 5.804 3.145 0.09
H 18.734 7.403 3.567 0.07
C 22.326 9.565 4.845 -0.33
O 22.285 8.636 4.034 -0.02
N 21.234 10.204 5.284 -0.17
C 21.402 11.220 6.306 -0.08
C 19.862 9.886 4.926 -0.07
H 23.237 9.932 5.342 0.09
H 21.166 12.220 5.942 0.03
H 22.396 11.289 6.748 0.07
H 20.804 11.062 7.203 0.09
H 19.328 9.499 5.794 0.10
H 19.368 10.807 4.617 0.04
H 19.799 9.168 4.108 0.04
C 15.407 12.245 -0.525 -0.29
O 14.585 12.907 0.197 -0.06
N 15.491 10.899 -0.500 -0.17
C 16.216 10.028 -1.406 -0.09
C 14.753 10.099 0.512 -0.05
H 16.082 12.622 -1.309 0.11
H 17.154 9.697 -0.960 0.05
H 16.530 10.448 -2.361 0.09
H 15.601 9.182 -1.712 0.08
H 13.921 9.544 0.078 0.10
H 15.377 9.440 1.115 0.03
H 14.355 10.851 1.193 0.05
C 21.405 10.439 -4.299 -2.02
Cl 22.702 10.464 -3.049 0.47
Cl 20.296 11.880 -3.962 0.44
Cl 22.216 10.744 -5.785 0.57
Cl 20.473 8.971 -4.149 0.55
C 19.691 11.016 0.960 -1.86
Cl 20.634 11.963 2.127 0.54
Cl 19.123 12.226 -0.300 0.50
Cl 20.795 9.948 0.072 0.53
Cl 18.333 10.064 1.741 0.58
```

Summary:
HOMO	-8.99	eV
frontier orbital gap	8.560	eV
total energy	-12495.130698	hartree



(3)
Entry from the Open Molecules 2025 dataset: a cluster of 4 separate species, C27H53ClN6O5P in total (ωB97M-V/def2-TZVPD).

```
93
Properties=species:S:1:pos:R:3:lowdin_charge:R:1
C 5.293 1.650 2.928 0.09
C 4.902 0.945 1.847 -0.09
N 4.291 1.701 0.753 0.03
C 5.085 2.324 -0.199 -0.09
C 6.580 2.273 -0.258 -0.03
C 7.092 0.894 -0.705 -0.18
C 7.656 0.066 0.239 -0.07
C 8.114 -1.189 -0.075 -0.08
C 8.012 -1.670 -1.355 -0.06
C 7.470 -0.846 -2.319 -0.04
C 7.023 0.418 -2.012 -0.22
C 6.467 1.258 -3.151 -0.03
C 4.179 2.956 -1.014 -0.22
C 4.519 3.834 -2.186 -0.18
C 4.432 5.310 -1.677 -0.06
N 2.921 2.662 -0.559 -0.39
Cl 1.580 3.270 -1.384 0.90
C 2.994 1.881 0.546 -0.22
P 1.542 1.260 1.498 0.50
N 1.731 1.368 3.028 -0.10
O 1.314 -0.282 1.162 -0.11
O 0.204 2.042 1.107 -0.16
H 4.567 2.296 3.431 0.08
H 6.310 1.638 3.321 0.09
H 5.043 -0.129 1.753 0.14
H 6.999 2.410 0.745 0.12
H 6.982 3.084 -0.869 0.13
H 7.778 0.372 1.277 0.11
H 8.547 -1.830 0.687 0.12
H 8.332 -2.664 -1.649 0.12
H 7.391 -1.217 -3.337 0.12
H 5.376 1.309 -3.154 0.08
H 6.929 2.248 -3.062 0.08
H 6.819 0.872 -4.111 0.09
H 3.867 3.652 -3.042 0.11
H 5.560 3.663 -2.435 0.08
H 4.635 6.017 -2.481 0.09
H 5.184 5.394 -0.884 0.08
H 3.474 5.497 -1.182 0.06
H 2.631 1.783 3.240 -0.04
H 1.386 -0.450 0.207 0.09
H 0.382 2.987 0.996 0.07
C -4.005 1.204 1.292 -0.06
C -2.692 1.001 2.046 -0.43
C -2.475 -0.442 2.529 -0.21
O -3.235 -0.815 3.660 -0.17
C -4.578 -1.173 3.385 -0.10
N -2.625 1.961 3.152 0.05
H -4.864 1.261 1.959 0.07
H -3.977 2.140 0.732 0.08
H -4.179 0.394 0.578 0.06
H -1.883 1.231 1.352 0.10
H -1.429 -0.536 2.840 0.12
H -2.626 -1.162 1.711 0.10
H -4.673 -1.687 2.423 0.08
H -5.228 -0.296 3.409 0.08
H -4.908 -1.849 4.174 0.09
H -1.707 1.898 3.586 0.07
H -3.259 1.636 3.878 0.07
C -2.728 -2.473 -1.435 -0.07
C -2.554 -3.978 -1.619 -0.42
C -2.262 -4.729 -0.310 -0.20
O -0.938 -4.578 0.176 -0.18
C -0.711 -3.368 0.866 -0.11
N -1.516 -4.213 -2.627 0.04
H -1.775 -1.956 -1.312 0.06
H -3.210 -2.038 -2.312 0.08
H -3.354 -2.248 -0.568 0.05
H -3.499 -4.368 -2.008 0.14
H -2.382 -5.798 -0.500 0.13
H -2.987 -4.465 0.471 0.12
H -1.590 -3.050 1.432 0.08
H -0.402 -2.581 0.171 0.06
H 0.111 -3.529 1.565 0.09
H -1.473 -5.208 -2.831 0.08
H -0.618 -4.017 -2.190 0.06
C -7.532 0.699 -0.086 -0.06
C -7.221 -0.763 0.223 -0.43
C -6.202 -1.395 -0.740 -0.23
O -6.714 -1.725 -2.015 -0.18
C -6.809 -0.641 -2.922 -0.10
N -8.479 -1.515 0.258 0.05
H -8.210 0.809 -0.932 0.07
H -8.016 1.169 0.771 0.08
H -6.619 1.260 -0.303 0.07
H -6.779 -0.795 1.224 0.12
H -5.876 -2.345 -0.305 0.12
H -5.304 -0.770 -0.837 0.09
H -5.991 0.073 -2.790 0.09
H -7.771 -0.134 -2.822 0.08
H -6.756 -1.049 -3.932 0.09
H -8.289 -2.464 0.570 0.07
H -8.791 -1.634 -0.702 0.07
```

Summary:
HOMO	-10.55	eV
net charge	+1
frontier orbital gap	6.558	eV
total energy	-2566.491347	hartree



(4)
Entry from the Open Molecules 2025 dataset: a cluster of 4 separate species, C27H54BF4N3O3 in total (ωB97M-V/def2-TZVPD).

```
92
Properties=species:S:1:pos:R:3:lowdin_charge:R:1
C 5.854 1.885 0.392 0.01
C 6.696 0.745 1.148 -0.39
C 5.780 0.039 2.214 -0.13
C 6.374 -1.286 2.811 -0.14
C 6.654 -2.218 1.562 -0.08
C 7.804 -1.619 0.633 -0.45
N 7.319 -0.271 0.154 0.16
O 8.035 0.262 -0.941 0.18
C 7.931 -2.555 -0.557 -0.02
C 9.156 -1.413 1.321 0.01
C 7.786 1.453 1.905 -0.04
H 5.209 1.464 -0.378 0.09
H 6.516 2.506 -0.212 0.09
H 5.048 2.328 0.977 0.10
H 4.771 -0.136 1.841 0.12
H 5.657 0.678 3.089 0.13
H 5.689 -1.864 3.432 0.12
H 7.210 -0.901 3.397 0.10
H 5.751 -2.282 0.955 0.13
H 6.971 -3.186 1.949 0.13
H 6.929 -2.582 -0.987 0.10
H 8.099 -3.622 -0.409 0.11
H 8.658 -2.239 -1.304 0.10
H 9.144 -0.686 2.132 0.06
H 9.782 -0.882 0.604 0.10
H 9.733 -2.222 1.769 0.12
H 7.478 2.468 2.158 0.11
H 8.594 1.733 1.229 0.11
H 8.131 0.948 2.807 0.09
C -3.789 1.540 -3.441 0.02
C -3.888 2.790 -4.452 -0.38
C -4.947 2.675 -5.516 -0.19
C -6.315 2.779 -5.039 -0.14
C -6.452 4.207 -4.320 -0.08
C -5.553 4.423 -3.063 -0.41
N -4.128 4.029 -3.586 0.15
O -3.012 4.385 -2.807 0.16
C -6.038 3.644 -1.785 0.01
C -5.536 5.886 -2.675 -0.03
C -2.438 3.020 -5.105 -0.01
H -3.005 1.541 -2.684 0.10
H -3.415 0.726 -4.061 0.10
H -4.720 1.160 -3.019 0.07
H -4.694 1.672 -5.859 0.14
H -4.690 3.392 -6.296 0.14
H -6.428 1.996 -4.290 0.11
H -7.028 2.557 -5.833 0.13
H -7.499 4.286 -4.029 0.13
H -6.392 5.006 -5.060 0.13
H -6.001 2.564 -1.928 0.07
H -6.963 3.950 -1.297 0.11
H -5.320 3.819 -0.984 0.09
H -6.467 6.272 -2.258 0.11
H -5.241 6.563 -3.476 0.10
H -4.801 5.968 -1.874 0.09
H -2.118 2.561 -6.041 0.10
H -1.523 2.891 -4.526 0.09
H -2.379 4.032 -5.505 0.09
C -3.591 -3.455 1.027 -0.02
C -2.395 -3.474 1.932 -0.39
C -1.673 -2.006 1.806 -0.13
C -2.212 -0.890 2.684 -0.14
C -2.214 -1.499 4.166 -0.10
C -3.242 -2.643 4.385 -0.40
N -2.890 -3.767 3.362 0.14
O -3.190 -5.134 3.661 0.15
C -4.771 -2.265 4.090 0.03
C -3.103 -3.248 5.792 -0.02
C -1.261 -4.510 1.575 0.00
H -3.193 -3.412 0.013 0.11
H -4.307 -2.649 1.187 0.08
H -4.063 -4.437 0.990 0.10
H -1.629 -1.666 0.772 0.13
H -0.605 -2.130 1.987 0.12
H -3.217 -0.671 2.323 0.10
H -1.511 -0.076 2.498 0.12
H -2.380 -0.685 4.872 0.13
H -1.218 -1.773 4.514 0.12
H -4.981 -2.118 3.030 0.06
H -5.102 -1.352 4.585 0.11
H -5.430 -3.080 4.388 0.10
H -3.261 -2.521 6.589 0.11
H -2.024 -3.394 5.842 0.09
H -3.558 -4.225 5.953 0.09
H -0.457 -4.757 2.269 0.10
H -0.776 -4.093 0.693 0.10
H -1.600 -5.473 1.193 0.09
B 2.359 -1.050 -2.159 -1.44
F 1.350 -1.787 -2.763 0.09
F 3.410 -1.279 -3.032 0.09
F 2.071 0.250 -2.165 0.17
F 2.682 -1.608 -0.942 0.10
```

Summary:
HOMO	-12.75	eV
energy relative to the best compared isomer or geometry (same formula, charge and spin)	3.072	eV
net charge	+2
frontier orbital gap	4.272	eV
total energy	-1874.607660	hartree



(5)
Entry from the Open Molecules 2025 dataset: a cluster of 6 separate species, C27H54BNO20S5 in total (ωB97M-V/def2-TZVPD).

```
108
Properties=species:S:1:pos:R:3:lowdin_charge:R:1
C 1.835 -1.134 -1.069 -0.05
C 3.180 -1.645 -1.854 -0.35
O 3.550 -2.985 -1.320 -0.12
C 3.101 -1.576 -3.490 -0.10
C 1.589 -1.448 -4.110 -0.03
C 1.078 -0.078 -4.921 -0.08
C 2.029 1.250 -5.157 -0.08
B 1.685 2.301 -3.912 -0.41
O 2.729 3.182 -3.280 0.02
O 0.286 2.384 -3.384 0.01
C -0.456 0.021 -5.581 0.02
C -1.534 -1.220 -5.477 0.03
C -1.039 -2.572 -4.685 -0.01
C 0.491 -2.669 -4.016 0.03
C 0.596 -4.147 -3.314 -0.21
O 1.623 -4.823 -2.789 -0.02
N -0.868 -4.630 -3.376 0.04
C -1.807 -3.997 -4.423 -0.23
O -2.942 -4.491 -4.938 0.00
H 1.145 -2.069 -0.891 0.09
H 2.194 -0.795 0.017 0.09
H 1.295 -0.214 -1.549 0.08
H 4.074 -0.923 -1.529 0.14
H 3.821 -3.598 -2.081 0.10
H 3.722 -0.642 -3.864 0.11
H 3.612 -2.532 -3.988 0.14
H 1.642 1.764 -6.162 0.13
H 3.169 1.015 -5.277 0.11
H 2.294 3.447 -2.394 0.12
H 0.040 1.537 -2.897 0.11
H -0.828 0.992 -6.166 0.11
H -2.611 -1.142 -5.985 0.09
H -1.228 -4.106 -2.524 0.14
O 2.744 3.930 1.850 -0.29
S 2.903 2.492 1.919 0.62
O 1.992 1.586 1.253 -0.30
O 3.038 2.047 3.480 -0.26
C 2.032 2.455 4.395 -0.27
C 0.789 1.595 4.270 -0.08
C 4.560 2.083 1.428 -0.12
H 1.794 3.516 4.265 0.11
H 2.448 2.338 5.401 0.13
H 0.290 1.763 3.311 0.07
H 0.077 1.826 5.067 0.08
H 1.046 0.532 4.319 0.07
H 5.258 2.723 1.971 0.08
H 4.648 2.259 0.354 0.07
H 4.745 1.031 1.649 0.08
O -1.493 -7.756 0.349 -0.28
S -0.640 -7.283 1.419 0.62
O -0.658 -5.906 1.864 -0.30
O 0.899 -7.711 1.101 -0.27
C 1.463 -7.344 -0.149 -0.27
C 1.879 -5.885 -0.163 -0.09
C -0.874 -8.332 2.833 -0.13
H 0.772 -7.567 -0.970 0.12
H 2.350 -7.970 -0.296 0.12
H 1.006 -5.228 -0.119 0.07
H 2.435 -5.650 -1.075 0.05
H 2.504 -5.652 0.706 0.09
H -0.802 -9.374 2.516 0.07
H -1.866 -8.132 3.243 0.07
H -0.110 -8.098 3.577 0.07
O -3.991 0.389 -7.109 -0.31
S -5.066 1.354 -7.206 0.63
O -6.449 0.987 -6.990 -0.28
O -4.948 2.139 -8.628 -0.27
C -4.888 1.377 -9.825 -0.28
C -6.261 0.874 -10.230 -0.08
C -4.682 2.735 -6.158 -0.12
H -4.177 0.550 -9.725 0.12
H -4.505 2.040 -10.607 0.12
H -6.633 0.131 -9.519 0.07
H -6.225 0.408 -11.219 0.08
H -6.985 1.694 -10.248 0.09
H -3.658 3.057 -6.358 0.07
H -4.777 2.409 -5.120 0.08
H -5.390 3.541 -6.362 0.08
O 1.092 6.725 6.640 -0.29
S 0.693 7.898 5.890 0.62
O -0.628 8.029 5.314 -0.29
O 1.801 8.191 4.732 -0.27
C 2.136 7.146 3.831 -0.28
C 1.077 6.978 2.758 -0.07
C 1.020 9.337 6.878 -0.13
H 2.308 6.207 4.368 0.11
H 3.084 7.424 3.357 0.13
H 0.142 6.603 3.185 0.07
H 1.409 6.269 1.994 0.07
H 0.853 7.937 2.281 0.09
H 2.037 9.275 7.268 0.07
H 0.303 9.353 7.701 0.08
H 0.894 10.227 6.258 0.07
O -0.610 -0.933 5.678 -0.29
S -1.740 -1.682 6.189 0.63
O -2.975 -1.037 6.580 -0.28
O -1.237 -2.636 7.409 -0.27
C -0.535 -2.044 8.492 -0.28
C -1.481 -1.342 9.447 -0.08
C -2.124 -2.978 5.037 -0.12
H 0.240 -1.361 8.128 0.12
H -0.026 -2.855 9.024 0.12
H -1.933 -0.463 8.977 0.07
H -0.950 -1.010 10.344 0.08
H -2.299 -2.007 9.743 0.09
H -1.205 -3.509 4.782 0.08
H -2.554 -2.521 4.144 0.08
H -2.849 -3.653 5.495 0.08
```

Summary:
HOMO	-8.98	eV
SMILES string	C[C@@H](O)Cc1c(CB(O)O)ccc2c1C(=O)NC2=O.CCOS(C)(=O)=O.CCOS(C)(=O)=O.CCOS(C)(=O)=O.CCOS(C)(=O)=O.CCOS(C)(=O)=O
frontier orbital gap	7.408	eV
total energy	-4636.103621	hartree